Here is 2 unconnected molecules or ions with the total composition C4H9BrI2Si in a non-equilibrium geometry from the OMol25 dataset. Energies are from ωB97M-V/def2-TZVPD.

electronic energy: -98414.6511 eV
total charge: 0
Kohn-Sham gap (alpha / beta): 9.0 / 3.9 eV
E_HOMO (alpha / beta): -9.97 / -7.43 eV
ΔE to the lowest compared entry with this formula, charge and spin: 3.21 kcal/mol

Last column: Löwdin charge in e.
Atoms and positions in Å:
C 1.731 -0.130 -0.566  -0.140
C 0.227 0.040 -0.759  -0.337
C -0.621 -0.163 0.521  -0.341
C -2.186 -0.057 0.325  -0.396
Si -2.762 -1.326 -0.987  -0.171
Br -1.967 -3.357 -0.496  0.243
I -0.034 3.316 2.409  0.076
I -2.661 -0.958 -3.407  0.355
H 2.288 -0.291 -1.414  0.021
H 2.244 0.699 0.023  0.085
H 1.916 -1.126 0.090  0.124
H 0.058 -0.792 -1.607  0.101
H -0.049 1.104 -1.101  0.127
H -0.457 -1.291 0.860  0.099
H -0.229 0.657 1.200  0.026
H -2.321 1.055 -0.079  0.116
H -2.616 -0.218 1.236  0.013

Forces on the atoms, in the same order (eV/Å):
C 0.009 -0.833 4.944
C -0.542 -0.428 -1.773
C 0.430 -2.061 -0.180
C 3.396 2.721 -4.045
Si -0.993 0.101 0.573
Br 0.199 0.162 -0.031
I -0.004 -0.044 -0.033
I 0.263 0.171 0.176
H 0.966 -0.150 -2.270
H -0.780 -0.871 -0.642
H -0.449 2.153 -1.354
H -0.558 2.014 1.697
H 0.526 -1.616 -0.196
H 0.171 2.595 0.018
H -0.588 -1.270 -0.017
H -0.419 -2.323 0.858
H -1.627 -0.322 2.272